11
Properties=species:S:1:pos:R:3 method="wB97M-V/def2-TZVPD" lumo_ev=0.86 relative_energy_kj_mol=417.4 e_homo_ev=-9.97 gap_ev=10.839
C 0.672 0.703 0.893
C 0.360 0.715 -0.575
C -0.111 -0.280 -1.312
O -0.442 -1.565 -0.834
C -1.840 -1.566 1.236
N -1.177 -1.536 0.265
H -0.140 1.154 1.475
H 0.831 -0.308 1.272
H 1.578 1.286 1.080
H 0.537 1.640 -1.117
H -0.269 -0.243 -2.383

***

11
Properties=species:S:1:pos:R:3 method="wB97M-V/def2-TZVPD" smiles="O=C1C[C@H]2N[C@@H]12" lumo_ev=0.93 relative_energy_kj_mol=236.0 e_homo_ev=-9.53 gap_ev=10.457
O -2.056 0.971 -0.831
C -1.019 0.582 -0.359
C 0.549 0.713 -0.714
C 0.633 -0.663 -0.040
N 0.328 -0.596 1.459
C -0.747 -0.641 0.505
H 0.952 0.773 -1.742
H 1.020 1.526 -0.159
H 1.150 -1.510 -0.489
H 0.601 0.331 1.777
H -1.412 -1.486 0.592

***

11
Properties=species:S:1:pos:R:3 method="wB97M-V/def2-TZVPD" lumo_ev="0.08 / 0.08" relative_energy_kj_mol=406.6 e_homo_ev="-7.24 / -7.24" gap_ev="7.321 / 7.322"
C 1.715 0.142 -0.290
C 0.274 0.124 -0.057
C -0.708 -0.632 -0.700
N -1.792 -0.775 0.127
C -1.506 -0.065 1.166
O -0.280 0.515 1.157
H 2.403 0.884 0.068
H 2.100 -0.551 -1.035
H 0.613 1.133 -0.765
H -0.690 -1.031 -1.705
H -2.160 0.196 1.984

***

11
Properties=species:S:1:pos:R:3 method="wB97M-V/def2-TZVPD" lumo_ev=0.70 relative_energy_kj_mol=580.3 e_homo_ev=-8.74 gap_ev=9.437
C -1.334 -0.474 0.166
C -0.016 1.118 -0.689
O -0.217 0.373 0.870
C 1.032 0.477 0.124
C 1.625 -0.791 -0.301
N 2.096 -1.788 -0.646
H -1.966 -0.683 1.003
H -1.969 -0.083 -0.632
H -0.912 -1.402 -0.193
H -0.070 2.169 -0.395
H 1.732 1.084 0.694

***

11
Properties=species:S:1:pos:R:3 method="wB97M-V/def2-TZVPD" lumo_ev=0.59 relative_energy_kj_mol=345.7 e_homo_ev=-9.91 gap_ev=10.497
C -2.240 -0.577 0.476
C 1.062 -0.668 -0.673
C 0.376 -0.172 0.323
C -1.437 0.680 0.379
N -2.723 -1.609 0.561
O -1.678 1.408 -0.753
H 2.090 -1.159 -0.312
H 0.765 -1.060 -1.672
H 0.873 -0.182 1.315
H -1.331 1.374 1.240
H -1.725 0.872 -1.589

***

11
Properties=species:S:1:pos:R:3 method="wB97M-V/def2-TZVPD" lumo_ev=0.66 relative_energy_kj_mol=242.7 e_homo_ev=-9.07 gap_ev=9.733
O 2.184 0.475 -0.091
C 0.851 0.225 0.077
C 0.222 -1.017 0.268
C -1.137 -0.795 0.078
C -1.304 0.556 -0.231
N -0.127 1.219 -0.289
H 2.347 0.592 -1.037
H 0.729 -1.941 0.515
H -1.929 -1.526 0.187
H -2.232 1.103 -0.352
H 0.397 1.111 0.874

***

11
Properties=species:S:1:pos:R:3 method="wB97M-V/def2-TZVPD" lumo_ev=-0.14 relative_energy_kj_mol=155.1 e_homo_ev=-9.56 gap_ev=9.428
H -0.101 -2.255 -1.252
N 0.010 -1.309 -0.892
C -0.976 -0.942 -0.172
C -0.935 0.355 0.517
C 0.158 1.119 0.509
C 1.448 0.688 -0.099
O 2.116 1.374 -0.836
H -1.872 -1.551 -0.024
H -1.826 0.687 1.040
H 0.147 2.114 0.948
H 1.830 -0.281 0.260

***

11
Properties=species:S:1:pos:R:3 method="wB97M-V/def2-TZVPD" lumo_ev=0.95 relative_energy_kj_mol=449.0 e_homo_ev=-8.73 gap_ev=9.682
N -1.207 -0.827 -1.539
C -0.416 -0.322 -0.538
C 0.321 -1.052 0.242
C 0.887 0.401 1.364
C 0.362 1.397 0.646
O -0.405 1.029 -0.418
H -0.961 -0.484 -2.461
H -1.190 -1.843 -1.582
H 0.606 -1.217 1.346
H 1.565 0.521 2.217
H 0.462 2.472 0.755

***

11
Properties=species:S:1:pos:R:3 method="wB97M-V/def2-TZVPD" lumo_ev=0.64 relative_energy_kj_mol=244.1 e_homo_ev=-9.13 gap_ev=9.765
O 2.172 0.530 -0.083
C 0.843 0.254 0.076
C 0.233 -0.999 0.249
C -1.130 -0.796 0.065
C -1.319 0.559 -0.216
N -0.153 1.240 -0.275
H 2.385 0.444 -1.022
H 0.754 -1.919 0.481
H -1.911 -1.541 0.164
H -2.257 1.093 -0.318
H 0.383 1.135 0.880

***

11
Properties=species:S:1:pos:R:3 method="wB97M-V/def2-TZVPD" smiles="C=C(C)OC#N" lumo_ev=0.73 relative_energy_kj_mol=199.9 e_homo_ev=-9.78 gap_ev=10.512
C 1.048 -0.382 -0.552
C -0.132 -0.062 -0.034
C -1.483 -0.032 -0.667
O -0.144 0.195 1.359
C 1.034 0.573 1.764
N 2.059 0.929 2.169
H 1.280 -0.283 -1.595
H 1.813 -0.788 0.091
H -2.181 0.650 -0.179
H -1.916 -1.038 -0.637
H -1.378 0.237 -1.718